[1]
This record from the OMol25 dataset describes C29H34MoNO4S4Te as an isolated structure. The level of theory is wB97M-V/def2-TZVPD.

Last column: Löwdin charge in e.
Element x y z (Å)
Mo  1.72  1.17  3.18  1.15
C  1.40  5.52  0.90  0.00
C  1.91  4.11  0.66  -0.53
C  2.58  3.99  -0.70  0.00
O  0.80  3.20  0.64  -0.14
C  2.95  3.78  1.76  -0.54
O  3.96  4.42  1.85  0.11
O  2.67  2.76  2.54  -0.24
H  0.70  5.81  0.12  0.09
H  2.24  6.22  0.92  0.10
H  0.89  5.58  1.87  0.10
H  1.91  4.33  -1.49  0.09
H  2.85  2.94  -0.90  0.08
H  3.49  4.58  -0.72  0.10
H  0.20  3.47  1.35  0.02
S  -0.39  2.29  3.54  -0.03
S  -0.40  2.32  5.61  -0.08
S  -0.31  0.33  6.00  -0.07
S  1.50  -0.15  5.07  0.02
C  -5.84  1.72  -2.71  -0.05
C  -4.53  1.42  -2.05  -0.26
C  -3.35  1.99  -2.51  -0.01
C  -2.12  1.71  -1.91  -0.31
C  -0.89  2.38  -2.45  -0.09
C  -2.09  0.81  -0.83  -0.36
Te  -0.13  0.30  -0.16  1.78
N  1.47  0.00  1.64  -0.29
C  2.73  -0.42  1.62  -0.59
O  3.44  -0.09  2.63  -0.12
C  3.29  -1.24  0.52  -0.16
C  3.25  -0.77  -0.79  -0.05
C  3.75  -1.56  -1.81  -0.08
C  4.26  -2.82  -1.53  -0.08
C  4.29  -3.28  -0.22  -0.07
C  3.82  -2.49  0.81  -0.01
C  -0.45  -1.78  -0.03  -0.36
C  -0.60  -2.47  1.17  -0.30
C  -0.70  -1.85  2.53  -0.10
C  -0.69  -3.86  1.11  -0.01
C  -0.66  -4.56  -0.08  -0.26
C  -0.78  -6.06  -0.11  -0.05
C  -0.53  -3.84  -1.26  -0.01
C  -0.42  -2.46  -1.26  -0.30
C  -0.28  -1.74  -2.58  -0.08
C  -3.27  0.27  -0.31  -0.28
C  -3.31  -0.60  0.90  -0.05
C  -4.47  0.58  -0.95  -0.01
H  -5.71  2.40  -3.56  0.07
H  -6.53  2.19  -2.01  0.09
H  -6.32  0.81  -3.08  0.08
H  -3.38  2.67  -3.35  0.12
H  -1.16  3.11  -3.21  0.08
H  -0.19  1.67  -2.91  0.07
H  -0.34  2.90  -1.66  0.05
H  2.86  0.22  -1.00  0.09
H  3.75  -1.20  -2.83  0.11
H  4.64  -3.45  -2.33  0.10
H  4.70  -4.26  0.00  0.11
H  3.86  -2.83  1.84  0.12
H  -0.73  -0.76  2.53  0.00
H  0.15  -2.14  3.15  0.07
H  -1.61  -2.20  3.03  0.10
H  -0.80  -4.40  2.04  0.12
H  -0.80  -6.47  0.90  0.08
H  0.06  -6.51  -0.64  0.08
H  -1.69  -6.37  -0.62  0.08
H  -0.51  -4.37  -2.21  0.12
H  -0.25  -2.46  -3.40  0.08
H  0.64  -1.16  -2.63  0.05
H  -1.12  -1.06  -2.76  0.08
H  -2.51  -0.36  1.60  0.05
H  -3.22  -1.65  0.64  0.10
H  -4.25  -0.46  1.43  0.09
H  -5.39  0.16  -0.55  0.12

Computed properties:
LUMO (spin up / spin down), eV: -0.84 / -2.20
M, g/mol: 812.40
Max |F|, eV Å⁻¹: 0.704
HOMO-LUMO gap (spin up / spin down), eV: 6.8 / 5.7
Electronic energy, eV: -92796.1354
Multiplicity: 4
HOMO (spin up / spin down), eV: -7.68 / -7.92

[2]
This record from the OMol25 dataset describes C12H30F2K2NO12P2S2 as an isolated structure in a non-equilibrium geometry. The level of theory is wB97M-V/def2-TZVPD.

Last column: Löwdin charge in e.
Element x y z (Å)
K  -3.57  -0.73  -2.60  0.92
K  -5.78  -3.66  -2.12  0.94
N  -3.87  -2.23  -0.48  -0.48
S  -2.45  -2.92  0.19  0.55
O  -2.44  -4.17  0.87  -0.20
O  -1.34  -2.08  0.50  -0.20
F  -2.13  -3.57  -1.25  -0.24
S  -4.52  -2.08  0.85  0.44
O  -3.94  -1.18  1.88  -0.24
O  -5.18  -3.36  1.26  -0.30
F  -5.75  -1.16  0.34  -0.21
C  1.01  4.62  4.16  -0.08
C  0.36  4.05  5.40  -0.26
O  -0.79  3.28  5.07  -0.20
P  -0.92  1.74  4.53  0.60
O  -0.25  1.42  3.21  -0.26
O  -0.22  0.84  5.73  -0.18
C  -0.75  0.14  6.67  -0.38
C  -0.04  0.63  7.96  -0.04
O  -2.52  1.37  4.74  -0.19
C  -3.31  1.75  3.63  -0.30
C  -3.34  3.21  3.09  -0.06
H  1.27  3.91  3.38  0.07
H  0.44  5.41  3.67  0.08
H  1.91  5.16  4.47  0.08
H  1.08  3.60  6.09  0.12
H  -0.01  4.89  5.99  0.12
H  -1.81  0.36  6.81  0.11
H  -0.68  -0.91  6.38  0.13
H  -0.60  1.55  8.16  0.07
H  0.04  0.09  8.91  0.07
H  0.98  0.85  7.66  0.07
H  -2.99  1.08  2.84  0.09
H  -4.22  1.26  3.98  0.12
H  -3.99  3.34  2.23  0.08
H  -3.43  3.90  3.93  0.08
H  -2.35  3.48  2.72  0.06
C  5.62  -2.48  -6.15  -0.05
C  4.17  -2.24  -6.60  -0.23
O  3.56  -1.61  -5.44  -0.23
P  1.93  -1.42  -5.60  0.52
O  1.42  -1.16  -6.98  -0.24
O  1.30  -2.69  -4.84  -0.20
C  1.56  -2.97  -3.49  -0.25
C  0.12  -3.02  -2.84  -0.07
O  1.72  -0.21  -4.49  -0.22
C  2.22  1.10  -4.63  -0.29
C  2.10  1.81  -5.98  -0.08
H  5.78  -3.52  -5.88  0.07
H  6.33  -2.23  -6.94  0.07
H  5.90  -1.95  -5.23  0.08
H  3.79  -1.57  -7.37  0.10
H  3.64  -3.18  -6.77  0.11
H  1.97  -3.98  -3.48  0.12
H  2.20  -2.28  -2.94  0.12
H  -0.57  -3.57  -3.48  0.07
H  0.09  -3.60  -1.91  0.07
H  -0.16  -1.98  -2.70  0.07
H  1.88  1.69  -3.78  0.12
H  3.28  0.96  -4.45  0.11
H  2.52  2.80  -5.80  0.08
H  2.67  1.43  -6.82  0.08
H  1.06  2.01  -6.26  0.08

Computed properties:
LUMO, eV: -4.95
M, g/mol: 622.64
Max |F|, eV Å⁻¹: 11.275
HOMO-LUMO gap, eV: 6.5
Electronic energy, eV: -117319.5529
Charge: +1
HOMO, eV: -11.45

[3]
This record from the OMol25 dataset describes a 2-piece molecular cluster, C2H2INO2S overall in a non-equilibrium geometry. The level of theory is wB97M-V/def2-TZVPD.

Last column: Löwdin charge in e.
Element x y z (Å)
C  0.39  -0.67  1.48  -0.34
C  -0.02  0.38  0.65  -0.31
N  0.73  -1.55  2.13  0.20
O  -0.42  -1.43  -1.26  -0.35
O  1.57  0.03  -1.39  -0.35
S  0.20  -0.17  -1.05  0.16
I  -1.09  1.48  -2.26  0.62
H  0.38  1.36  0.83  0.08
H  -1.73  0.58  0.87  0.29

Computed properties:
LUMO, eV: -1.66
M, g/mol: 231.01
Max |F|, eV Å⁻¹: 4.897
HOMO-LUMO gap, eV: 9.0
Electronic energy, eV: -26623.4215
HOMO, eV: -10.68

[4]
This record from the OMol25 dataset describes C26H48CeOP2 as an isolated structure in a non-equilibrium geometry. The level of theory is wB97M-V/def2-TZVPD.

Last column: Löwdin charge in e.
Element x y z (Å)
Ce  -0.12  -0.29  2.20  1.04
C  -0.89  -2.49  3.18  -0.33
C  0.42  -2.74  2.64  -0.33
C  0.65  -1.27  4.41  -0.32
C  -0.74  -1.60  4.29  -0.32
C  1.37  -1.97  3.39  -0.33
C  -2.17  -3.09  2.72  -0.03
H  -2.08  -3.49  1.71  0.08
H  -2.98  -2.35  2.72  0.09
H  -2.49  -3.91  3.37  0.10
C  -1.82  -1.02  5.12  -0.01
H  -2.78  -1.52  4.93  0.09
H  -1.95  0.06  4.93  0.09
H  -1.58  -1.13  6.19  0.10
C  1.22  -0.32  5.41  -0.01
H  1.14  -0.71  6.43  0.10
H  0.67  0.64  5.39  0.08
H  2.28  -0.12  5.21  0.09
C  2.84  -1.91  3.18  -0.02
H  3.37  -2.55  3.91  0.10
H  3.23  -0.90  3.32  0.08
H  3.11  -2.27  2.18  0.08
C  0.76  -3.69  1.53  -0.02
H  1.04  -4.67  1.94  0.10
H  1.61  -3.32  0.94  0.07
H  -0.10  -3.84  0.86  0.08
C  -1.68  0.95  -4.63  -0.11
C  -1.85  -0.36  -4.83  -0.15
C  -0.99  -1.30  -5.62  -0.18
C  0.45  -0.82  -5.94  -0.19
C  1.26  -0.36  -4.76  -0.10
C  1.35  0.90  -4.30  -0.15
C  0.61  2.10  -4.78  -0.18
C  -0.78  1.85  -5.41  -0.19
H  -1.48  -1.55  -6.57  0.12
H  0.42  -0.06  -6.74  0.11
H  -0.92  -2.25  -5.06  0.11
H  -0.66  1.49  -6.44  0.11
H  -2.34  1.48  -3.92  0.09
H  -2.76  -0.84  -4.44  0.11
H  -1.27  2.84  -5.47  0.12
H  0.49  2.80  -3.94  0.11
H  2.13  1.15  -3.56  0.08
H  1.22  2.64  -5.53  0.13
H  0.97  -1.69  -6.37  0.12
H  1.92  -1.13  -4.35  0.11
P  -1.26  -0.36  -0.51  0.78
C  -2.66  0.75  -0.87  -0.25
C  -1.48  -1.58  -1.83  -0.26
P  1.67  0.28  -0.17  0.80
C  0.16  0.62  -1.22  -0.49
C  2.67  -0.69  -1.33  -0.26
C  2.58  1.86  -0.18  -0.25
H  -2.65  1.59  -0.16  0.05
H  -3.58  0.17  -0.74  0.06
H  -2.61  1.13  -1.90  0.03
H  -1.50  -1.07  -2.81  0.00
H  -2.45  -2.07  -1.69  0.06
H  -0.67  -2.33  -1.83  0.05
H  2.69  2.26  -1.20  0.06
H  3.59  1.65  0.23  0.06
H  2.08  2.60  0.46  0.03
H  -0.08  1.69  -1.18  0.07
H  0.33  0.35  -2.27  0.03
H  3.68  -0.76  -0.90  0.06
H  2.73  -0.22  -2.33  0.02
H  2.24  -1.70  -1.44  0.05
C  -0.39  3.96  1.95  -0.06
C  -0.07  3.06  3.13  -0.50
C  -0.92  3.42  4.34  -0.05
O  -0.27  1.68  2.76  -0.44
H  -1.48  4.02  1.80  0.09
H  0.04  3.60  1.00  0.06
H  -0.02  4.97  2.13  0.09
H  0.99  3.19  3.38  0.14
H  -1.96  3.53  4.04  0.09
H  -0.88  2.68  5.14  0.07
H  -0.58  4.38  4.76  0.09

Computed properties:
LUMO (spin up / spin down), eV: -2.56 / -2.53
M, g/mol: 578.73
Max |F|, eV Å⁻¹: 2.174
HOMO-LUMO gap (spin up / spin down), eV: 8.0 / 8.1
Electronic energy, eV: -61289.7923
Charge: +1
Multiplicity: 2
HOMO (spin up / spin down), eV: -10.54 / -10.61

[5]
This record from the OMol25 dataset describes a 3-piece molecular cluster, C16H39N4O5P overall in a non-equilibrium geometry. The level of theory is wB97M-V/def2-TZVPD.

Last column: Löwdin charge in e.
Element x y z (Å)
N  -0.65  0.97  -1.48  -0.32
P  0.16  0.40  -0.20  0.77
C  1.97  0.08  -0.65  -0.34
C  2.92  1.28  -1.06  -0.15
C  3.23  1.83  0.40  -0.20
N  3.75  0.58  1.06  0.04
C  2.80  -0.46  0.61  -0.41
O  2.63  -1.60  1.06  0.05
H  0.04  1.06  -2.24  -0.04
H  0.08  1.28  0.94  0.01
H  -0.41  -0.84  0.21  0.02
H  1.93  -0.76  -1.41  0.13
H  2.62  1.99  -1.89  0.12
H  3.90  0.75  -1.33  0.12
H  2.20  2.10  0.84  0.10
H  3.82  2.79  0.53  0.12
H  3.74  0.76  2.07  0.13
C  -1.26  8.36  1.24  -0.12
O  -2.52  7.73  1.36  -0.20
C  -3.12  7.42  0.10  -0.21
C  -3.16  5.91  -0.12  -0.21
N  -1.81  5.37  -0.34  -0.05
C  -1.75  3.90  -0.29  -0.21
C  -2.10  3.22  1.04  -0.23
O  -1.17  3.48  2.09  -0.20
C  -1.39  4.69  2.79  -0.10
H  -0.96  8.70  2.23  0.09
H  -0.50  7.65  0.88  0.08
H  -1.31  9.22  0.58  0.09
H  -2.62  7.93  -0.73  0.12
H  -4.15  7.78  0.14  0.12
H  -3.78  5.68  -0.99  0.12
H  -3.62  5.46  0.76  0.10
H  -1.19  5.74  0.36  0.06
H  -0.72  3.63  -0.54  0.10
H  -2.38  3.49  -1.09  0.11
H  -2.06  2.14  0.87  0.09
H  -3.13  3.43  1.36  0.11
H  -2.45  4.95  2.85  0.09
H  -0.82  5.50  2.34  0.07
H  -1.02  4.56  3.81  0.09
C  -0.82  -7.41  -2.87  -0.11
O  -0.31  -7.94  -1.66  -0.20
C  1.11  -8.10  -1.67  -0.21
C  1.78  -7.11  -0.72  -0.21
N  1.68  -5.74  -1.23  -0.05
C  2.05  -4.71  -0.25  -0.20
C  1.20  -4.60  1.02  -0.22
O  -0.13  -4.14  0.78  -0.19
C  -1.05  -5.15  0.41  -0.10
H  -1.91  -7.47  -2.83  0.09
H  -0.54  -6.36  -2.99  0.08
H  -0.48  -7.99  -3.73  0.09
H  1.53  -8.03  -2.68  0.12
H  1.31  -9.11  -1.31  0.12
H  2.83  -7.37  -0.60  0.12
H  1.28  -7.20  0.25  0.10
H  0.73  -5.56  -1.53  0.06
H  2.01  -3.75  -0.77  0.11
H  3.10  -4.86  0.04  0.12
H  1.67  -3.83  1.65  0.10
H  1.20  -5.52  1.61  0.11
H  -0.82  -6.12  0.87  0.09
H  -1.09  -5.24  -0.68  0.07
H  -2.04  -4.84  0.74  0.09

Computed properties:
LUMO, eV: 0.65
M, g/mol: 398.49
Max |F|, eV Å⁻¹: 3.072
Structure (SMILES): N=[PH2][C@H]1CCNC1=O.COCCNCCOC.COCCNCCOC
HOMO-LUMO gap, eV: 9.1
Electronic energy, eV: -42706.3980
HOMO, eV: -8.48

[6]
This record from the OMol25 dataset describes C15H31BrEuP2 as an isolated structure in a non-equilibrium geometry. The level of theory is wB97M-V/def2-TZVPD.

Last column: Löwdin charge in e.
Element x y z (Å)
P  0.47  -1.82  -1.12  0.90
P  0.88  2.04  -0.34  0.86
C  0.26  -0.28  -2.00  -0.34
C  1.33  0.80  -1.66  -0.40
H  -0.76  0.09  -1.83  0.06
H  0.33  -0.53  -3.08  0.09
H  2.30  0.35  -1.33  0.03
H  1.53  1.39  -2.57  0.08
C  -0.10  3.16  -1.48  -0.26
H  -0.51  4.01  -0.91  0.05
H  -0.94  2.67  -2.00  0.04
H  0.58  3.57  -2.24  0.04
C  2.29  3.21  -0.10  -0.40
H  2.15  4.05  -0.76  0.03
H  3.28  2.75  -0.31  0.00
H  2.22  3.56  0.95  -0.10
C  -0.47  -3.03  -2.15  -0.22
H  -0.54  -4.00  -1.61  0.07
H  0.04  -3.19  -3.13  0.05
H  -1.50  -2.64  -2.33  0.05
C  2.16  -2.40  -1.23  -0.21
H  2.87  -1.56  -1.28  0.02
H  2.25  -2.98  -2.16  0.05
H  2.40  -3.05  -0.37  0.06
Eu  3.19  1.06  1.48  1.14
C  -1.71  1.23  0.51  -0.17
C  -2.61  0.72  -0.41  -0.14
C  -3.71  -0.13  0.10  -0.20
C  -3.13  -1.32  0.94  -0.23
C  -2.07  -2.06  0.25  -0.22
C  -0.70  -1.94  0.46  -0.44
C  -0.11  -0.74  1.31  -0.21
C  -0.94  0.54  1.60  -0.25
C  2.41  -0.20  3.57  -0.43
H  -1.57  2.33  0.53  0.08
H  -2.70  1.10  -1.42  0.09
H  -4.23  -0.50  -0.79  0.10
H  -4.41  0.47  0.69  0.11
H  -2.75  -0.97  1.90  0.09
H  -3.97  -1.99  1.12  0.10
H  -2.43  -2.96  -0.34  0.09
H  -0.27  -2.91  0.78  0.10
H  0.85  -0.44  0.88  0.00
H  0.18  -1.19  2.29  0.10
H  -1.55  0.34  2.50  0.11
H  -0.23  1.33  1.95  0.07
H  3.35  -0.20  4.17  -0.08
H  2.03  -1.24  3.51  -0.08
H  1.68  0.41  4.13  -0.08
Br  2.85  3.07  3.30  -0.20

Computed properties:
LUMO (spin up / spin down), eV: -0.84 / -0.80
M, g/mol: 505.23
Max |F|, eV Å⁻¹: 2.650
HOMO-LUMO gap (spin up / spin down), eV: 4.6 / 4.6
Electronic energy, eV: -123999.5967
Multiplicity: 8
HOMO (spin up / spin down), eV: -5.42 / -5.42